<one>
The following is a quantum chemistry calculation of the molecule C4H9IN2, from the OMol25 dataset.

Values from the calculation:
E_LUMO (eV): -0.1
Kohn-Sham gap (eV): 9.19
Molecular weight (g mol⁻¹): 212.034
HOMO (eV): -9.250

ORCA input file:
```
! RIJCOSX wB97M-V def2-TZVPD def2/J DEFGRID3
* xyz 0 1
H -2.89045 1.07507 0.81486
N -2.16249 1.40789 0.07119
N -1.02120 1.37997 0.61686
C 0.05839 1.50556 -0.14521
C 0.62796 -0.27285 0.01937
C 0.19302 -0.89100 1.21831
C 0.36442 -1.06668 -1.24854
I 2.89762 0.08959 -0.05491
H 0.89275 1.98393 0.32935
H -0.04812 1.69634 -1.24261
H 0.28637 -0.32641 2.07663
H -0.84127 -1.02419 0.97906
H 0.72666 -1.83357 1.26551
H 0.96535 -1.91738 -1.28442
H -0.62588 -1.37956 -1.32646
H 0.57687 -0.42670 -2.08901
*
```

Results of the natural (NBO) charge analysis, in e, for atoms 1 through 2: atom 1 (H): 0.312, atom 2 (N): -0.353

<two>
The following is a quantum chemistry calculation of a 2-piece molecular cluster, C4H9IN2 overall, from the OMol25 dataset.

Values from the calculation:
E_LUMO (eV): 0.6
Kohn-Sham gap (eV): 8.47
Molecular weight (g mol⁻¹): 212.034
HOMO (eV): -7.878

ORCA input file:
```
! RIJCOSX wB97M-V def2-TZVPD def2/J DEFGRID3
* xyz 0 1
C 0.23809 0.38449 0.43670
C -0.61755 -0.38755 -0.10700
N -0.61101 -1.72106 0.08200
N -1.45177 -2.52324 -0.76183
H 0.54156 1.38871 0.14675
H 0.77916 0.16292 1.29182
H -1.17749 -0.01752 -0.93855
H -0.16384 -2.11754 0.90233
H -2.42082 -2.31204 -0.72236
H -1.10924 -2.35078 -1.76075
C 3.17154 1.93043 1.04014
C 3.10742 0.63022 0.85083
I 3.00722 -0.79291 2.36080
H 3.26233 2.33674 1.99700
H 3.29848 2.68596 0.29028
H 3.17096 0.13420 -0.11795
*
```

Results of the natural (NBO) charge analysis, in e, for atoms 1 through 2: atom 1 (C): -0.525, atom 2 (C): -0.010

Here are the energies relative to the best structure, in eV: <one> 0.000; <two> 0.441.

<one>
The following is a quantum chemistry calculation of the molecule C3H8N2S, from the OMol25 dataset.

Values from the calculation:
E_LUMO (eV): 0.7
Kohn-Sham gap (eV): 9.19
Molecular weight (g mol⁻¹): 104.178
HOMO (eV): -8.478

ORCA input file:
```
! RIJCOSX wB97M-V def2-TZVPD def2/J DEFGRID3
* xyz 0 1
C -1.07329 -0.03637 -0.11066
C -0.44095 -1.37337 0.42791
C -0.16501 0.63606 -1.10007
N 0.94322 -1.42267 0.13675
N 1.78150 1.01006 0.90828
S 1.47786 -0.12012 -0.49564
H -2.14554 -0.25593 -0.55792
H -1.22199 0.70924 0.67340
H -0.62285 -1.48560 1.53681
H -1.02558 -2.23627 0.00426
H -0.13817 0.07981 -1.98069
H -0.14189 1.71282 -1.39335
H 0.93555 0.81040 1.51208
H 1.83714 1.97195 0.43884
*
```

Results of the natural (NBO) charge analysis, in e, for atoms 1 through 2: atom 1 (C): -0.459, atom 2 (C): -0.238

<two>
The following is a quantum chemistry calculation of a 2-piece molecular cluster, C3H8N2S overall, from the OMol25 dataset.

Values from the calculation:
E_LUMO (eV): 0.9
Kohn-Sham gap (eV): 9.67
Molecular weight (g mol⁻¹): 104.178
HOMO (eV): -8.743

ORCA input file:
```
! RIJCOSX wB97M-V def2-TZVPD def2/J DEFGRID3
* xyz 0 1
C -1.27815 0.87644 1.15291
N -0.37174 1.40953 0.45315
S -0.21217 1.44766 -1.15956
C -1.58658 0.49548 -1.90136
H -2.15018 0.35217 0.76355
H -1.18617 0.95466 2.22807
H -2.52213 1.03801 -1.79858
H -1.65336 -0.48666 -1.44157
H -1.32044 0.39434 -2.94560
C 2.82870 -1.41050 0.97810
N 1.68085 -1.48489 0.49148
H 3.18147 -0.67386 1.70624
H 3.55887 -2.14373 0.65658
H 1.03103 -0.76867 0.81660
*
```

Results of the natural (NBO) charge analysis, in e, for atoms 1 through 2: atom 1 (C): -0.118, atom 2 (N): -0.589

Here are the energies relative to the best structure, in eV: <one> 0.657; <two> 0.000.

<one>
The following is a quantum chemistry calculation of the molecule Cl2H4N2Si2, from the OMol25 dataset.

Values from the calculation:
E_LUMO (eV): -0.8
Kohn-Sham gap (eV): 7.49
Molecular weight (g mol⁻¹): 159.124
HOMO (eV): -8.339

ORCA input file:
```
! RIJCOSX wB97M-V def2-TZVPD def2/J DEFGRID3
* xyz 0 1
N 0.59275 0.00472 -0.12252
N -1.95846 1.27492 -0.28134
Si -0.36918 1.69740 0.06176
Si -0.06684 -1.53206 0.05067
Cl 2.26369 0.28360 -0.24545
Cl -2.29776 -0.45457 -0.23975
H 0.05256 2.02680 1.48157
H 0.33996 2.62462 -0.81058
H -0.48572 -2.24910 -1.05273
H -0.03183 -2.40308 1.29357
*
```

Results of the natural (NBO) charge analysis, in e, for atoms 1 through 2: atom 1 (N): -1.319, atom 2 (N): -1.163

<two>
The following is a quantum chemistry calculation of the molecule Cl2H4N2Si2, from the OMol25 dataset.

Values from the calculation:
E_LUMO (eV): 0.2
Kohn-Sham gap (eV): 9.14
Molecular weight (g mol⁻¹): 159.124
HOMO (eV): -8.930

ORCA input file:
```
! RIJCOSX wB97M-V def2-TZVPD def2/J DEFGRID3
* xyz 0 1
N -0.10787 -1.07879 0.24769
N -0.05062 1.19481 -0.00794
Si -1.21832 0.03903 -0.55880
Si 1.25540 -0.07167 0.59503
Cl -0.29159 -2.76681 0.48335
Cl 0.24481 2.77628 -0.57535
H -1.27851 -0.24034 -1.98910
H -2.48521 0.17138 0.14118
H 1.56166 0.11314 2.00033
H 2.37025 -0.13704 -0.33640
*
```

Results of the natural (NBO) charge analysis, in e, for atoms 1 through 2: atom 1 (N): -1.284, atom 2 (N): -1.248

Here are the energies relative to the best structure, in eV: <one> 2.682; <two> 0.000.